ORCA calculation (the ωB97M-V functional and the def2-TZVPD basis) on a 13-piece molecular cluster, C26H78O13S13 overall at a distorted geometry.

XYZ file:
```
130
Properties=species:S:1:pos:R:3:forces:R:3:lowdin_charge:R:1
C 3.1115 -2.1688 1.6855 -0.14 -0.66 0.20 -0.2470
S 1.7962 -3.4875 1.5373 2.45 -1.17 1.33 0.8334
O 2.3861 -4.5949 0.6983 -0.74 0.85 0.20 -0.5762
C 2.0006 -4.1223 3.3378 -0.75 1.09 -0.97 -0.2090
H 3.4483 -1.8802 0.6898 -0.54 0.07 0.00 0.0230
H 4.0068 -2.5130 2.2032 -0.16 -0.47 0.03 0.0543
H 2.7145 -1.3506 2.2864 -0.19 0.19 -0.26 0.0349
H 1.7128 -3.2445 3.9164 -0.13 -0.09 0.34 0.0096
H 3.0007 -4.4227 3.6505 0.09 0.07 -0.66 0.0584
H 1.2884 -4.9366 3.4711 0.01 0.11 -0.07 0.0363
C 2.8756 -4.2901 -2.3576 -1.31 -0.06 0.02 -0.2776
S 3.7448 -2.7227 -2.6680 -1.43 -0.16 0.57 0.8209
O 4.4149 -3.0314 -3.9297 1.27 0.19 -1.33 -0.5649
C 2.3034 -1.6100 -3.1403 0.54 -0.27 -0.05 -0.2259
H 1.9967 -4.2171 -1.7171 0.42 0.34 0.37 -0.0307
H 3.5055 -5.0869 -1.9622 0.40 0.53 0.08 0.0579
H 2.4544 -4.6502 -3.2962 0.34 0.27 -0.43 0.0555
H 1.4016 -1.9613 -2.6390 0.00 0.23 -0.11 0.0266
H 2.2252 -1.5620 -4.2265 -0.07 -0.87 -0.12 0.0366
H 2.5341 -0.5697 -2.9107 0.07 -0.29 0.74 -0.0004
C -1.0680 -0.5758 -4.7222 0.54 0.82 -0.22 -0.2683
S -0.1749 -1.0506 -6.2839 -1.46 -0.38 -1.17 0.8488
O -0.5857 -0.1397 -7.4374 0.31 -0.74 1.76 -0.5772
C -1.0741 -2.6375 -6.4620 -0.47 -0.09 0.79 -0.2542
H -2.1022 -0.2399 -4.7980 -0.01 -0.12 -0.71 0.0617
H -0.4775 0.2972 -4.4442 -0.16 0.05 0.27 -0.0080
H -1.0420 -1.2727 -3.8845 0.46 -0.48 -0.40 0.0457
H -2.1537 -2.4928 -6.5026 -0.01 0.51 -0.18 0.0556
H -0.9181 -3.1013 -5.4880 0.25 -0.36 -0.02 0.0308
H -0.8304 -3.3495 -7.2505 0.64 0.55 -0.09 0.0558
C -6.5794 -1.6599 1.1886 0.14 -0.33 0.40 -0.2532
S -5.7916 -0.3002 2.0662 -0.77 1.48 0.27 0.8303
O -5.6550 -0.7369 3.4931 0.60 -0.36 -0.49 -0.5623
C -4.2335 -0.1714 1.1810 0.94 -1.64 -0.61 -0.2788
H -5.9874 -2.5697 1.2882 0.13 0.02 -0.23 0.0517
H -6.8493 -1.4276 0.1584 0.29 0.10 0.05 0.0581
H -7.4966 -1.8054 1.7593 -0.05 0.06 -0.04 0.0494
H -4.4492 0.2333 0.1922 -0.13 0.35 0.17 0.0514
H -3.7983 -1.1579 1.0214 -0.31 -0.46 -0.04 0.0222
H -3.3649 0.3100 1.6304 -0.89 0.83 0.49 0.0308
C 5.9273 1.0819 2.5144 -0.09 -0.48 0.09 -0.2473
S 6.3197 0.1120 0.9601 -0.04 0.17 0.92 0.8581
O 6.3806 -1.3657 1.2743 -0.64 1.60 -0.09 -0.5512
C 4.7570 0.5467 0.1267 0.11 0.09 0.05 -0.2827
H 4.9434 0.8289 2.9095 -0.05 -0.43 -0.09 0.0356
H 5.9151 2.1640 2.3844 0.30 -0.02 -0.59 0.0437
H 6.6646 0.8538 3.2841 0.09 -0.17 -0.21 0.0450
H 3.8509 0.3875 0.7112 0.12 -0.84 -0.06 0.0240
H 4.8258 0.0055 -0.8169 -0.53 -0.11 0.07 0.0448
H 4.6838 1.6141 -0.0820 0.79 0.13 -0.15 0.0414
C 0.5823 0.5646 5.4207 0.14 0.51 0.76 -0.2729
S 1.5365 -0.8420 6.1366 2.26 1.31 -1.23 0.8484
O 2.8834 -0.8123 5.3559 -2.44 -0.17 1.44 -0.5832
C 1.8692 -0.1750 7.8282 0.81 -0.50 0.16 -0.2510
H -0.3552 0.7494 5.9450 -0.37 -0.73 -0.17 0.0557
H 0.4635 0.3978 4.3501 -0.11 -0.24 0.18 0.0180
H 1.0555 1.5356 5.5672 0.81 -0.24 -0.07 0.0481
H 1.0978 0.4671 8.2533 -0.10 -0.28 -0.18 0.0530
H 2.8526 0.2808 7.9438 -0.08 0.76 -1.03 0.0561
H 2.1122 -1.0335 8.4543 -0.95 -0.40 0.07 0.0397
C 2.7559 3.0635 1.3671 0.08 -1.40 0.85 -0.2516
S 2.0741 4.4582 2.3816 -0.75 0.46 -1.96 0.8828
O 1.7748 5.5707 1.3844 0.00 -1.30 1.35 -0.5721
C 0.4665 3.6239 2.8664 0.82 0.31 -0.39 -0.2286
H 3.0468 3.2184 0.3281 0.06 1.05 0.32 0.0398
H 2.1542 2.1555 1.3280 -0.91 0.27 0.01 0.0244
H 3.5816 2.6211 1.9245 0.53 0.63 -0.02 0.0160
H 0.7264 2.8622 3.6015 0.02 -0.03 -0.01 0.0198
H 0.0072 3.1633 1.9918 -0.05 0.20 0.02 0.0258
H -0.1929 4.3626 3.3220 0.16 0.05 -0.10 0.0536
C -4.2105 -3.6604 4.0191 0.74 -0.10 -0.52 -0.2198
S -2.4384 -3.2927 3.4500 -1.26 1.14 -0.33 0.8724
O -2.4533 -2.8094 2.0046 -0.12 -0.35 1.55 -0.5936
C -2.1943 -1.8143 4.5278 0.48 0.33 -0.53 -0.2510
H -4.1394 -3.9498 5.0676 0.07 -0.10 -0.05 0.0457
H -4.5458 -4.4993 3.4092 0.29 -0.23 0.11 0.0413
H -4.9666 -2.8850 3.8963 0.59 0.58 -0.05 0.0194
H -1.2457 -1.3192 4.3199 0.51 -0.72 -0.29 0.0033
H -2.1450 -2.1187 5.5732 -0.44 0.00 -0.04 0.0554
H -2.8605 -0.9830 4.2972 -0.87 -0.53 0.24 0.0535
C -2.8795 5.6793 -0.0922 -0.02 -0.50 0.30 -0.2446
S -2.6689 3.8643 -0.2527 -1.29 -0.39 -0.54 0.8044
O -3.3895 3.1366 0.8848 0.74 1.18 -1.34 -0.5698
C -3.7222 3.6460 -1.7939 0.85 -0.84 1.20 -0.2149
H -2.3215 5.8428 0.8298 -0.47 0.50 0.16 0.0410
H -3.9326 5.9603 -0.0944 0.01 -0.18 0.59 0.0561
H -2.4209 6.2886 -0.8710 0.37 -0.58 -0.26 0.0543
H -3.2470 4.1757 -2.6196 -0.32 0.16 0.19 0.0173
H -4.7770 3.8203 -1.5817 0.17 0.55 -0.02 0.0604
H -3.6250 2.5770 -1.9833 0.08 -0.01 -0.20 0.0283
C 0.8349 4.2529 -1.5905 0.64 -0.29 -1.12 -0.2395
S 2.1225 3.8451 -2.8831 2.00 0.67 1.58 0.8565
O 3.4148 4.5914 -2.4953 -1.89 -0.97 -0.55 -0.5817
C 2.5040 2.0975 -2.4011 -0.85 0.70 -0.07 -0.2393
H 1.0416 3.8339 -0.6057 -0.01 -0.07 -0.22 0.0195
H -0.0733 3.8878 -2.0702 -0.25 -0.10 0.36 -0.0017
H 0.8238 5.3406 -1.5195 0.09 -0.06 -0.05 0.0556
H 1.7320 1.4165 -2.7595 -0.11 0.11 -0.03 0.0253
H 2.5012 2.0722 -1.3114 0.28 -0.21 -0.18 0.0108
H 3.4599 1.8320 -2.8526 -0.02 0.24 0.13 0.0627
C 0.0242 3.2592 -5.9861 0.32 -0.14 -0.20 -0.2462
S -1.6115 2.9431 -5.1948 1.44 0.80 0.32 0.8844
O -1.3001 2.3956 -3.8055 -0.35 0.96 -1.01 -0.5978
C -1.9667 4.7439 -5.0750 -0.23 0.18 0.26 -0.2623
H 0.6479 4.0029 -5.4901 -0.36 -0.13 0.74 0.0257
H -0.0254 3.6559 -7.0002 -0.69 -0.37 -0.17 0.0609
H 0.5743 2.3188 -6.0207 -0.21 -0.08 0.00 0.0438
H -2.9699 4.9154 -4.6848 0.00 -0.19 -0.01 0.0329
H -1.9056 5.2387 -6.0443 -0.07 -0.46 -0.26 0.0576
H -1.2492 5.2758 -4.4502 0.15 -0.40 0.26 0.0562
C -0.9581 0.8244 -1.1589 0.77 0.81 -0.46 -0.2501
S -0.0807 -0.4649 -0.2729 1.65 0.20 1.50 0.8698
O 1.4276 -0.3291 -0.5022 -1.72 0.15 -0.07 -0.5598
C -0.2806 0.2095 1.4716 -0.66 -0.18 -0.88 -0.1894
H -1.9614 1.0135 -0.7769 0.13 -0.12 0.20 0.0395
H -0.9917 0.6657 -2.2367 -0.17 -0.72 0.09 0.0181
H -0.3236 1.7104 -1.1351 -0.18 0.32 0.56 0.0332
H -0.0566 -0.5706 2.1992 0.12 -0.17 -0.32 0.0288
H -1.3227 0.5065 1.5898 0.00 0.01 0.07 0.0294
H 0.3532 1.0808 1.6362 0.10 -0.19 -0.37 0.0149
C -0.9671 -6.3795 -0.8304 -0.04 -0.25 1.36 -0.2597
S -0.6369 -4.8415 -1.7409 -0.89 -0.80 -1.45 0.8424
O -1.3171 -5.2020 -3.0825 0.70 1.19 1.71 -0.5882
C -1.6542 -3.6037 -0.7762 -0.08 -1.15 0.09 -0.2496
H -0.2684 -7.1687 -1.1079 -0.13 0.25 -0.80 0.0536
H -2.0062 -6.6944 -0.9260 0.02 0.15 -0.69 0.0564
H -0.8229 -6.3833 0.2501 0.25 0.90 0.23 0.0469
H -2.2943 -3.0246 -1.4418 -0.02 -0.36 -0.20 0.0513
H -1.0664 -2.8999 -0.1869 0.36 -0.46 -0.24 -0.0336
H -2.2177 -4.2162 -0.0723 -0.35 0.36 -0.12 0.0250
```
Positions in Å, forces in eV/Å.

Values from the calculation:
Charge: 0


ORCA calculation (the ωB97M-V functional and the def2-TZVPD basis) on C26H79AsF6N17O11 as an isolated structure at a distorted geometry.

XYZ file:
```
140
Properties=species:S:1:pos:R:3:forces:R:3:lowdin_spin:R:1
As -0.3458 -0.3386 0.1875 0.14 1.06 0.34 0.1859
F -1.9844 -0.1868 -0.4940 -2.14 -0.05 -1.11 0.1014
F -0.4761 -2.1044 0.2327 -0.30 -3.16 0.05 0.1199
F 1.3409 -0.3711 0.7923 2.40 -0.34 0.93 0.1302
F -0.2791 1.4599 0.2974 -0.08 2.41 -0.46 0.1015
F -1.0675 -0.2661 1.8102 -0.61 -0.17 1.65 0.0974
F 0.2413 -0.3028 -1.5643 0.54 0.10 -1.72 0.1383
C -3.1462 5.3080 3.1268 -0.58 -0.01 -1.27 0.0002
C -2.7385 4.5329 1.8064 -0.67 0.99 0.27 0.0005
C -2.2037 5.4317 0.6155 -1.57 0.51 1.88 0.0003
O -3.2460 6.3732 0.1529 1.57 -0.62 0.90 0.0001
C -2.7151 7.1373 -0.9131 -0.23 -0.57 -0.04 0.0000
N -1.7576 3.5317 2.1279 0.28 -0.16 0.21 0.0031
H -2.4766 6.1210 3.4072 0.46 -0.37 0.19 0.0000
H -3.3775 4.6073 3.9290 0.77 -0.18 0.09 0.0000
H -4.1120 5.8051 3.0357 -0.11 0.15 -0.63 0.0000
H -3.6277 3.9627 1.5373 -0.19 0.33 -0.59 0.0001
H -1.7254 4.8418 -0.1663 -0.75 -0.16 -0.34 0.0004
H -1.3674 5.9636 1.0692 0.11 0.61 -0.01 0.0001
H -3.3813 7.9567 -1.1828 -0.46 -0.41 -0.13 0.0000
H -2.5803 6.3836 -1.6889 0.22 0.65 -0.83 0.0000
H -1.7768 7.6488 -0.6982 0.41 -0.29 0.35 0.0000
H -0.9840 3.9393 2.6333 0.30 0.04 0.06 0.0004
H -1.3767 3.1735 1.2638 0.27 -0.58 0.01 0.0029
C -5.2154 -2.1161 5.2776 0.98 0.23 -1.44 0.0001
C -3.7658 -2.2477 4.7647 1.21 -0.52 -0.56 0.0003
C -3.6525 -2.9386 3.4016 -0.45 -0.57 -0.49 0.0008
O -4.3379 -2.1967 2.3867 -0.50 -0.85 -0.40 0.0013
C -4.2868 -2.8409 1.0748 0.71 -0.40 0.96 0.0020
N -3.0702 -0.9841 4.6382 -0.06 1.46 0.16 0.0014
H -5.3071 -1.7002 6.2809 0.07 -0.09 -0.15 0.0000
H -5.7659 -3.0435 5.1201 0.05 -0.10 0.38 0.0000
H -5.5850 -1.4361 4.5100 -0.69 0.32 0.38 0.0000
H -3.0809 -2.8011 5.4071 -0.50 -0.60 0.44 0.0000
H -3.9607 -3.9804 3.4904 -0.99 -0.32 -0.21 0.0000
H -2.6114 -3.1036 3.1240 0.42 0.68 -0.01 0.0008
H -5.0092 -2.5183 0.3250 0.03 0.98 0.62 0.0001
H -4.4918 -3.9079 1.1614 0.09 -0.31 0.38 0.0001
H -3.2671 -2.7401 0.7032 -0.07 0.12 -0.17 0.0022
H -2.0698 -1.1178 4.6008 0.20 -0.30 0.43 0.0009
H -3.2069 -0.6239 3.7046 -0.55 0.38 -0.30 0.0015
C 1.1127 -1.3049 3.9953 -1.38 -1.47 -0.41 0.0041
C 1.2692 -2.8214 4.2876 -1.51 0.19 -2.63 0.0005
C 0.4373 -3.8226 3.3425 0.44 1.14 2.24 0.0024
O 0.5491 -5.0512 4.0429 0.85 0.60 0.37 0.0007
C -0.1534 -6.0860 3.4496 -0.12 0.37 0.73 0.0001
N 2.6430 -3.1455 4.1204 2.16 -0.09 1.23 0.0005
H 0.0532 -1.0513 4.0315 -0.06 0.33 0.06 0.0018
H 1.4022 -1.1648 2.9539 0.32 0.56 0.18 0.0034
H 1.6395 -0.7194 4.7488 0.25 0.05 -0.24 0.0003
H 0.8441 -3.0072 5.2740 0.49 -0.40 0.29 0.0002
H 0.7779 -3.9450 2.3143 0.23 0.39 -0.12 0.0026
H -0.5973 -3.4802 3.3662 -0.24 -0.04 -0.33 0.0009
H 0.0232 -6.9468 4.0947 0.02 -0.32 -0.42 0.0000
H 0.2117 -6.2038 2.4294 -0.42 -0.48 -0.26 0.0001
H -1.2027 -5.8069 3.5455 -0.49 -0.44 -0.72 0.0000
H 2.9936 -3.4153 3.2124 -0.85 -0.27 -0.29 0.0004
H 3.1525 -2.2917 4.2981 0.41 -0.04 0.29 0.0000
C 5.5215 -0.3425 2.8813 1.23 0.36 1.85 0.0004
C 5.5114 0.7234 1.8207 1.35 1.32 0.40 0.0004
C 6.9339 1.0623 1.2435 -0.53 0.23 0.74 0.0001
O 7.8040 1.5569 2.2848 0.04 1.28 0.00 0.0001
C 7.7836 3.0111 2.5931 -0.10 -1.59 -0.22 0.0000
N 4.4940 0.3225 0.8674 0.72 0.09 0.02 0.0023
H 6.1737 -0.0686 3.7106 0.78 -0.09 -0.17 0.0000
H 5.8087 -1.3297 2.5191 -0.14 -0.03 -0.09 0.0001
H 4.6066 -0.3684 3.4732 -0.67 -0.22 -0.70 0.0002
H 5.2177 1.6618 2.2912 -0.38 0.13 0.13 0.0000
H 6.9460 1.8065 0.4472 -0.59 0.00 -0.19 0.0000
H 7.3675 0.1543 0.8244 0.34 -0.08 0.19 0.0000
H 8.6134 3.1649 3.2830 -0.22 -0.20 0.19 0.0000
H 6.8369 3.3177 3.0379 -0.03 -0.16 0.16 0.0000
H 7.9764 3.6974 1.7686 -0.05 -0.47 -0.63 0.0000
H 4.9716 -0.3469 0.2810 -0.33 -0.35 -0.71 0.0004
H 3.9822 -0.2343 1.5368 -1.39 -0.35 -0.97 0.0024
C -0.6889 -3.4684 -5.1660 0.02 0.06 -0.71 0.0003
C 0.2807 -2.2875 -5.2966 0.16 -0.95 -1.21 0.0006
C 0.0393 -1.3349 -6.4675 0.05 -0.59 -0.79 0.0001
O -0.0381 -1.8999 -7.8351 0.64 -0.73 1.53 0.0001
C 1.1863 -2.5049 -8.2924 0.11 1.21 -0.40 0.0000
N 0.3319 -1.5355 -4.0876 -0.69 0.34 1.07 0.0028
H -0.3010 -4.2240 -4.4828 0.10 -0.02 -0.07 0.0001
H -0.8643 -3.9075 -6.1480 0.10 -0.28 -0.03 0.0000
H -1.6736 -3.2110 -4.7761 0.01 0.39 0.03 0.0001
H 1.2871 -2.6858 -5.4254 0.21 -0.42 -0.21 0.0000
H 0.8371 -0.5922 -6.4680 0.01 0.24 0.09 0.0000
H -0.9143 -0.8630 -6.2308 -0.16 0.20 -0.65 0.0001
H 1.9496 -1.7413 -8.4420 0.06 0.51 0.01 0.0000
H 1.0192 -2.9106 -9.2902 -0.37 -0.19 0.16 0.0000
H 1.7339 -3.2336 -7.6947 -0.85 -0.38 0.56 0.0000
H -0.2042 -2.0818 -3.4286 0.33 0.01 0.81 0.0018
H -0.2097 -0.6832 -4.1064 0.12 0.53 -0.25 0.0017
C -2.1395 -4.3149 -1.8061 -1.66 -1.15 -3.33 0.0017
O -2.5075 -5.0781 -2.6871 -0.55 -1.22 -1.02 0.0005
N -2.3676 -3.0572 -1.7976 -1.31 5.17 -0.88 0.0029
N -1.4951 -4.6548 -0.7689 3.31 -3.49 4.72 0.0055
H -2.9155 -2.6258 -2.5282 0.26 -0.06 0.33 0.0013
H -1.9612 -2.5169 -1.0472 -0.28 0.64 -0.34 0.0035
H -1.0110 -3.9727 -0.2029 0.09 -0.10 0.13 0.0051
H -1.2553 -5.6351 -0.7278 0.22 0.33 0.23 0.0003
C 3.8385 -0.5287 -2.8033 0.45 1.75 0.65 0.0010
O 5.0224 -0.4497 -2.9596 3.94 0.73 0.75 0.0004
N 3.1490 -1.2999 -3.5502 -1.84 -3.76 -3.16 0.0004
N 3.0524 0.1610 -1.9915 -1.03 1.53 1.72 0.0028
H 2.1537 -1.1660 -3.6578 -0.42 -0.48 -0.37 0.0005
H 3.7192 -1.7517 -4.2507 -0.56 0.05 -0.06 0.0000
H 3.3682 0.8276 -1.3016 0.02 -0.51 -0.16 0.0006
H 2.1173 -0.2177 -1.9440 -0.28 0.39 0.87 0.0034
C -4.8605 0.8434 0.7983 -1.94 -1.46 -2.99 0.0017
O -5.7468 0.0778 0.4218 -0.37 0.21 -0.19 0.0009
N -3.9989 1.5237 0.0377 0.94 1.17 -3.22 0.0034
N -4.6355 1.1896 1.9873 -0.47 0.39 6.76 0.0006
H -3.0809 1.1428 0.2178 0.55 0.17 -0.63 0.0028
H -4.3121 1.4555 -0.9200 0.77 -0.25 -0.29 0.0007
H -5.3063 0.8456 2.6594 0.68 -0.04 0.42 0.0000
H -3.8429 1.7683 2.2258 -0.26 0.01 0.22 0.0006
C 2.3972 3.1136 1.3964 -3.21 3.52 4.34 0.0023
O 2.0646 4.2595 1.7383 -0.31 0.08 0.10 0.0010
N 2.1047 2.0036 2.0662 -1.00 -1.91 2.16 0.0035
N 3.1184 2.8399 0.4158 4.47 -1.04 -6.06 0.0008
H 1.3740 2.0259 2.7631 0.04 0.29 -0.23 0.0012
H 2.0544 1.1741 1.4922 -0.30 -0.30 0.14 0.0036
H 3.5665 3.5263 -0.1742 -0.36 0.04 0.38 0.0001
H 3.5462 1.9280 0.4891 0.48 -0.31 -0.71 0.0004
C 1.2207 1.8088 -4.9910 1.70 -0.54 1.19 0.0004
O 2.3360 1.5767 -5.4219 1.14 -0.41 -0.57 0.0002
N 0.2719 2.3084 -5.7227 -2.22 1.35 -2.96 0.0001
N 0.8371 1.5712 -3.7476 -0.19 -0.37 2.45 0.0021
H -0.6146 2.5932 -5.3315 0.01 0.30 -0.32 0.0000
H 0.5835 2.5398 -6.6551 -0.61 0.17 0.16 0.0000
H -0.0099 1.9763 -3.3755 0.50 -0.35 -0.23 0.0008
H 1.5251 1.2860 -3.0653 0.03 -0.02 -0.18 0.0013
C -1.7892 3.1142 -2.9715 -1.07 1.92 -4.42 0.0010
O -2.0331 3.8014 -3.9873 0.04 0.80 0.30 0.0003
N -2.1679 1.8972 -2.9445 -2.29 -4.94 0.10 0.0026
N -1.0056 3.4408 -2.0229 2.48 2.51 2.86 0.0029
H -2.7889 1.5937 -3.6809 0.20 -0.14 0.36 0.0007
H -1.8211 1.2623 -2.2397 -0.36 -0.49 0.05 0.0035
H -0.5293 4.3127 -2.2046 0.25 -0.23 0.77 0.0003
H -0.8517 2.8093 -1.2499 0.58 0.22 0.42 0.0036
```
Positions in Å, forces in eV/Å.

Values from the calculation:
Charge: -2
Spin multiplicity: 2


Computed values of energy relative to the best compared isomer or geometry (same formula, charge and spin) (unit: eV) for the preceding records, in sequence: 3.802, 0.000.